# 1
ORCA calculation (ωB97M-V/def2-TZVPD) on a molecular structure, C3H7CuMgO3.

Energy relative to the best compared isomer or geometry (same formula, charge and spin): 0.0 kcal per mole
Gap between HOMO and LUMO (alpha / beta): 7.910 / 7.412 eV
2S+1: 3
<S²>: 2.012
Calculated total energy: -2184.67199 hartree

XYZ file:
```
15
C3H7CuMgO3 (ωB97M-V/def2-TZVPD)
Cu 3.426 1.231 -0.230
Mg 0.829 1.573 0.194
O -0.169 -0.324 -0.093
O 4.223 -0.328 -0.499
O -0.979 2.178 0.366
C -1.545 -0.158 0.296
C 0.344 -1.591 -0.073
C -1.936 1.271 -0.061
H -2.928 1.454 0.398
H -2.162 -0.900 -0.232
H -1.604 -0.333 1.381
H -0.344 -2.386 -0.366
H 1.187 -1.751 0.599
H -2.089 1.322 -1.160
H 3.745 -1.257 -0.521
```

=====

# 2
ORCA calculation (ωB97M-V/def2-TZVPD) on a single C3H7F2N molecule.

Energy relative to the best compared isomer or geometry (same formula, charge and spin): 23.6 kcal per mole
Gap between HOMO and LUMO: 10.547 eV
Structure (SMILES): NC[C@H](F)CF
Calculated total energy: -372.96947 hartree

XYZ file:
```
13
C3H7F2N (ωB97M-V/def2-TZVPD)
F 1.309 -1.175 -0.715
F 0.729 1.302 -1.197
N -1.433 -0.562 -0.851
C 0.409 0.788 0.057
C 1.423 -0.258 0.288
C -1.003 0.300 0.253
H -0.734 -1.316 -1.000
H -1.054 -0.188 1.259
H 0.623 1.577 0.781
H -2.225 -1.082 -0.509
H 2.377 0.238 0.161
H 1.264 -0.785 1.228
H -1.688 1.161 0.246
```

=====

# 3
ORCA calculation (ωB97M-V/def2-TZVPD) on 2 unconnected molecules or ions with the total composition C3H7F3N4O2.

Gap between HOMO and LUMO (alpha / beta): 8.150 / 7.215 eV
Calculated total energy: -787.49355 hartree

XYZ file:
```
19
C3H7F3N4O2 (ωB97M-V/def2-TZVPD)
F 3.171 -0.829 -0.081
F 2.689 1.260 0.139
F 1.926 0.159 -1.541
O -1.161 0.332 1.438
O 0.795 -1.472 1.064
N -1.391 -1.267 -0.822
N -1.401 2.497 -0.145
N -0.225 1.739 -0.098
N -0.835 -2.322 -0.291
C 0.964 -0.298 0.600
C 2.191 0.056 -0.208
C -0.167 0.546 0.549
H -1.176 -2.596 0.618
H -0.953 -0.506 1.884
H -1.753 2.592 0.805
H -0.967 -1.049 -1.725
H 0.407 1.919 -0.864
H 0.006 -2.776 -0.631
H -2.119 2.014 -0.690
```

=====

# 4
ORCA calculation (ωB97M-V/def2-TZVPD) on a molecular structure, C3H7FGaO2.

Gap between HOMO and LUMO: 7.332 eV
Net charge: +1
Calculated total energy: -2293.24768 hartree

XYZ file:
```
14
C3H7FGaO2 (ωB97M-V/def2-TZVPD)
Ga 1.450 0.602 -0.200
F 3.106 -0.214 -0.407
O 0.240 1.905 -0.273
O -0.804 -0.963 -0.331
C -1.327 0.118 0.404
C 0.556 -1.349 -0.003
C -1.089 1.499 -0.213
H 2.969 -1.230 -0.327
H -2.415 -0.043 0.475
H 0.675 -2.232 -0.657
H -1.694 2.210 0.389
H 0.800 -1.894 0.933
H -0.918 0.107 1.435
H -1.550 1.486 -1.224
```

=====

# 5
ORCA calculation (ωB97M-V/def2-TZVPD) on 2 unconnected molecules or ions with the total composition C3H7FIN2.

Energy relative to the best compared isomer or geometry (same formula, charge and spin): 100.5 kcal per mole
Gap between HOMO and LUMO (alpha / beta): 6.173 / 8.515 eV
Net charge: +1
Calculated total energy: -625.16463 hartree

XYZ file:
```
14
C3H7FIN2 (ωB97M-V/def2-TZVPD)
I -0.253 0.397 -3.702
F 2.258 0.186 -2.245
N -1.068 -0.054 0.431
N 1.235 -0.558 0.528
C 1.252 0.955 -2.455
C 0.167 -0.144 -0.005
C -1.451 -0.334 1.780
H 1.371 -1.074 1.471
H -1.975 -1.366 1.738
H -1.933 0.258 -0.043
H 2.053 -0.533 -0.033
H 1.378 2.044 -2.030
H -0.661 -0.129 2.423
H -2.372 0.351 2.143
```

=====

# 6
ORCA calculation (ωB97M-V/def2-TZVPD) on 2 unconnected molecules or ions with the total composition C3H7FINO.

Energy relative to the best compared isomer or geometry (same formula, charge and spin): 56.0 kcal per mole
Gap between HOMO and LUMO: 8.235 eV
Calculated total energy: -645.94383 hartree

XYZ file:
```
14
C3H7FINO (ωB97M-V/def2-TZVPD)
I 1.659 1.063 -0.674
F 0.726 -1.199 -1.912
O -1.214 0.349 -0.607
N -0.178 -0.351 1.288
C 1.028 -0.613 2.092
C -0.107 0.236 0.124
C -1.195 0.828 -1.939
H 1.440 0.335 2.281
H -0.845 1.926 -2.026
H -1.042 -0.971 1.500
H -0.441 0.015 -2.286
H 1.750 -1.288 1.620
H 0.672 -1.236 2.940
H -2.252 0.906 -2.399
```

=====

Q: Which value of calculated total energy does entry 3 give?
A: -787.49355 hartree